1.
Formula: C27H35BaF2N8O4S3
Source: the OMol25 dataset
Level of theory: ωB97M-V/def2-TZVPD

Output
* net charge: -1
* lowest unoccupied orbital energy: 2.104 eV
* ΔE to the lowest compared entry with this formula, charge and spin: 2.445 eV
* orbital gap: 0.21453 Eh

Geometry as XYZ:
```
80
C27H35BaF2N8O4S3 (ωB97M-V/def2-TZVPD)
Ba 0.98551 0.09876 0.46925
S -3.12870 -3.38972 3.04263
S 2.40276 -2.49801 0.93620
S -2.66446 2.95808 3.27226
F 1.23298 3.19991 2.48906
F 0.16990 1.73950 3.82824
O -2.72576 0.01663 -1.94571
O 0.95905 -2.25603 0.61348
O -0.43938 -2.03540 -1.88830
O 3.12126 -3.27016 -0.04834
N 2.08311 -5.40423 6.08408
N -1.55836 -3.79157 0.89572
N 3.11620 -1.15536 1.41432
N -1.96751 1.14759 1.60027
N -1.89784 -1.60899 1.66494
N 4.55739 0.66724 1.05425
N 3.31776 -0.21473 -0.77990
N -1.41266 3.33084 0.92692
C 1.27530 -3.09745 3.33085
C -2.34681 -0.87265 -2.96194
C 1.19469 -3.78181 4.52933
C 2.31264 -3.37970 2.44674
C -0.06094 4.16287 -3.03334
C -1.72914 -2.17198 -2.46158
C 0.50442 3.88848 -4.43403
C -1.57814 4.36629 -3.13543
C 0.58122 5.44392 -2.48472
C -2.64218 -0.94954 2.63111
C -3.36382 -1.73528 3.47037
C 4.66954 1.69832 -1.10240
C 3.80522 0.74087 -1.57950
C -2.57217 0.52524 2.66619
C 0.57764 -1.77862 -2.82701
C 2.14348 -4.75070 4.85211
C -2.09644 -2.89668 1.78699
C 3.17388 -5.02281 3.95899
C 0.22061 3.02780 -2.13853
C -1.93854 2.44034 1.81490
C 1.21018 1.79444 2.83500
C 0.34739 2.11027 -1.33425
C -3.92020 -0.37426 -1.31805
C -3.01251 1.32085 3.67178
C 3.26231 -4.33827 2.75643
C 5.00485 1.60888 0.23939
C 3.72960 -0.22720 0.51609
H -4.00267 -1.43115 4.27644
H 0.58640 -2.54028 -3.61969
H 0.47340 -0.78759 -3.28212
H 1.58354 3.74015 -4.38579
H 0.06026 2.98823 -4.85872
H 0.39087 -3.55742 5.21856
H 3.91626 -5.77084 4.20612
H -4.74178 -0.42946 -2.04926
H 5.66756 2.34268 0.68573
H -1.40816 -4.72201 1.25984
H -1.63548 -0.33726 -3.59415
H 3.46937 0.70741 -2.60814
H 2.51955 -6.31254 6.11430
H 0.19347 5.67825 -1.49392
H 1.17227 -5.41346 6.51690
H -3.21916 -1.11048 -3.59598
H -2.00579 4.57673 -2.15588
H -2.34942 -2.63232 -1.69167
H -0.83957 2.91092 0.18680
H 5.04817 2.49128 -1.73078
H 1.66080 5.32216 -2.39548
H -1.66606 -2.88811 -3.29757
H 0.29881 4.72733 -5.10316
H 1.52404 -1.81816 -2.29071
H -0.89601 4.07467 1.38365
H 4.05732 -4.55250 2.05930
H -3.83254 -1.33965 -0.80990
H 0.37550 6.28849 -3.14702
H -1.81032 5.19950 -3.80449
H -4.14792 0.37141 -0.56426
H 0.53502 -2.34969 3.09411
H -0.75514 -3.42767 0.38783
H 2.09086 1.74699 3.50034
H -3.45397 1.03162 4.60580
H -2.05997 3.46554 -3.51462
```

2.
Formula: C4H11N3O
Source: the OMol25 dataset
Level of theory: ωB97M-V/def2-TZVPD

Output
* net charge: 0
* lowest unoccupied orbital energy: 0.715 eV
* ΔE to the lowest compared entry with this formula, charge and spin: 1.309 eV
* orbital gap: 0.36233 Eh

Geometry as XYZ:
```
19
C4H11N3O (ωB97M-V/def2-TZVPD)
O -0.20931 2.86774 -1.72409
N 0.46271 -1.47964 -1.00602
N -0.75868 1.21808 -0.27552
N 1.49336 2.03350 -0.53960
C 0.15625 2.13635 -0.82381
C -0.28961 -2.02925 0.13791
C -1.00360 -0.91343 1.05527
C -0.49863 0.52506 0.98284
H -1.04374 -2.69652 -0.26391
H 0.55666 0.51245 1.29288
H -1.13846 -1.44824 1.99099
H 1.95283 1.44621 0.12922
H -2.00251 -1.02633 0.59427
H 1.04994 -2.18872 -1.42659
H 1.01506 -0.73664 -0.61643
H -1.04951 1.10477 1.73227
H -1.23120 0.70828 -1.00543
H 0.36407 -2.56596 0.84952
H 2.17440 2.53229 -1.08380
```

3.
Formula: C18H17FN2OS
Source: the OMol25 dataset
Level of theory: ωB97M-V/def2-TZVPD

Output
* net charge: 0
* lowest unoccupied orbital energy: 0.465 eV
* ΔE to the lowest compared entry with this formula, charge and spin: 8.257 eV
* orbital gap: 0.33448 Eh

Geometry as XYZ:
```
40
C18H17FN2OS (ωB97M-V/def2-TZVPD)
S 3.18393 0.15211 -1.97612
F -0.61931 -1.48722 4.66001
O -3.71931 -0.10531 -2.38424
N -1.82519 0.35179 -1.09822
N 0.84306 0.51997 -0.79559
C -2.54503 -0.14538 -2.21274
C 2.67259 0.61686 2.53804
C 4.13751 0.31324 2.11966
C 4.31916 0.10939 0.67902
C -1.87883 0.95105 2.36038
C 2.07875 0.47081 0.36228
C -0.02087 -0.75043 -3.25955
C 0.92700 0.11802 -3.10116
C -1.67769 0.32285 3.52824
C -1.53892 -0.69786 -3.36384
C -2.15688 0.25090 1.06704
C 1.53515 0.37530 -1.81077
C -1.12030 -1.82015 2.28187
C -1.10685 -1.05176 3.42504
C -2.74910 0.67434 -0.17221
C -1.73240 -0.94608 1.02446
C 1.66088 0.74170 1.54927
C 3.29069 0.32281 -0.12602
H -0.89068 0.38200 -1.14761
H -2.04764 -1.42082 -3.85434
H 0.65585 1.04506 1.98284
H -2.30327 1.84809 2.28692
H 2.55003 0.47118 3.59142
H -0.79455 -2.84418 2.28482
H -3.68389 0.65667 -0.34363
H -1.77691 0.75947 4.38543
H 5.27991 0.08849 0.32245
H -2.68954 1.96914 -0.05924
H 0.26300 1.34942 -3.23465
H 0.30042 -1.40405 -4.00014
H -1.66558 0.01121 -4.35794
H 1.46270 0.39985 -4.00481
H 5.00708 0.34850 2.90575
H 0.03995 -1.39826 -2.20818
H -1.66491 -1.54869 0.15606
```

4.
Formula: C7H8ClNO
Source: the OMol25 dataset
Level of theory: ωB97M-V/def2-TZVPD

Output
* net charge: 0
* lowest unoccupied orbital energy (alpha / beta): -0.236 / -0.237 eV
* ΔE to the lowest compared entry with this formula, charge and spin: 2.845 eV
* orbital gap (alpha / beta): 0.28478 / 0.28494 Eh

Geometry as XYZ:
```
18
C7H8ClNO (ωB97M-V/def2-TZVPD)
Cl 2.77103 1.46518 -1.55666
O 2.14009 -0.00259 1.11929
N 1.23728 -0.89086 1.58826
C -2.26238 0.20618 0.07019
C -0.20841 -0.96021 -0.32930
C -1.53839 -0.97081 0.04839
C 1.82252 0.19111 -0.97814
C 0.40422 0.24339 -0.76095
C -0.36111 1.44883 -0.78980
C -1.66423 1.38887 -0.41893
H -3.33188 0.30297 0.34613
H 0.69525 -0.61870 2.36287
H 1.74141 -1.67063 1.96590
H -1.98222 -1.97885 0.20702
H -2.41590 2.20698 -0.40566
H 0.27011 2.35572 -0.95228
H 2.17239 -0.87653 -1.09677
H 0.51023 -1.84005 -0.41955
```

5.
Formula: H17O8
Source: the OMol25 dataset
Level of theory: ωB97M-V/def2-TZVPD

Output
* net charge: +2
* spin multiplicity: 2
* lowest unoccupied orbital energy (alpha / beta): -7.105 / -15.092 eV
* ΔE to the lowest compared entry with this formula, charge and spin: 0.000 eV
* orbital gap (alpha / beta): 0.40140 / 0.10717 Eh

Geometry as XYZ:
```
25
H17O8 (ωB97M-V/def2-TZVPD)
O 1.21070 -17.65196 -15.63708
O 2.60121 -19.89956 -16.94676
O 3.17082 -16.56082 -19.25846
O 6.40020 -19.43671 -16.80741
O 7.15851 -16.60962 -15.66750
O 4.24935 -17.75819 -16.93836
O 6.13874 -16.16618 -18.32330
O 2.39202 -14.95781 -16.49781
H 6.79771 -15.86382 -15.18807
H 4.02450 -17.03095 -17.52330
H 2.75101 -17.05273 -19.96416
H 1.84636 -16.94465 -15.52802
H 1.44153 -14.85004 -16.53222
H 6.70661 -15.96837 -17.57857
H 2.73537 -14.06437 -16.50792
H 2.51604 -20.85172 -16.89801
H 0.72404 -17.66645 -14.81295
H 3.11200 -15.64643 -19.53533
H 6.93272 -20.17330 -17.10758
H 5.71986 -15.33169 -18.53400
H 6.43979 -19.48546 -15.85227
H 3.56483 -18.42880 -16.88072
H 6.95372 -17.36816 -15.12078
H 5.04276 -18.19717 -17.25362
H 1.89878 -19.56686 -16.38807
```

6.
Formula: C5H10NiO3
Source: the OMol25 dataset
Level of theory: ωB97M-V/def2-TZVPD

Output
* net charge: 0
* spin multiplicity: 3
* lowest unoccupied orbital energy (alpha / beta): 0.363 / 0.235 eV
* ΔE to the lowest compared entry with this formula, charge and spin: 1.336 eV
* orbital gap (alpha / beta): 0.28813 / 0.30886 Eh

Geometry as XYZ:
```
19
C5H10NiO3 (ωB97M-V/def2-TZVPD)
Ni -0.34099 0.62007 -0.58084
O -1.48380 -1.01677 -0.89510
O -0.25547 0.75501 1.36063
O -0.35374 0.73500 -2.43663
C 1.71276 0.18736 0.12444
C -1.23282 -1.39169 -2.05888
C -0.36175 -0.55172 -2.90974
C 1.09280 0.20729 1.50112
C -0.97841 0.93840 2.55686
H -0.74523 -0.63878 -3.95088
H -1.96386 1.33447 2.28787
H 0.78668 -0.99641 -2.71869
H 1.61498 0.88612 2.19621
H -1.81500 -2.21163 -2.51543
H -1.09965 -0.01415 3.09683
H 1.01746 -0.76482 2.01527
H 2.61246 0.81733 0.22697
H 2.23787 -0.54312 -0.50758
H -0.44429 1.64805 3.20756
```

7.
Formula: C27H17Cl3F9N3O6PrS
Source: the OMol25 dataset
Level of theory: ωB97M-V/def2-TZVPD

Output
* net charge: +1
* spin multiplicity: 3
* lowest unoccupied orbital energy (alpha / beta): -3.792 / -3.790 eV
* orbital gap (alpha / beta): 0.26152 / 0.26159 Eh

Geometry as XYZ:
```
67
C27H17Cl3F9N3O6PrS (ωB97M-V/def2-TZVPD)
Pr 0.75884 -0.20490 0.40639
Cl 1.53909 8.24126 -1.31866
Cl -0.85893 7.78533 -6.07368
Cl 5.43392 6.33371 -4.30946
S 6.03232 3.41080 -4.48589
F -0.11245 -3.74766 -1.46793
F 2.00647 -3.90520 -1.11129
F -1.20535 -4.55446 0.85912
F 1.08755 -1.94069 -1.33984
F 0.77505 -5.41053 1.07787
F 1.63462 -1.81120 2.45711
F 2.67659 -3.64698 1.93855
F -0.05843 -4.16618 2.65830
F 2.73461 -1.92127 0.61652
O -1.81472 0.09820 0.83748
O 2.90949 2.62332 2.44003
O -3.12952 -0.62326 2.49911
O 3.77926 6.19344 -1.55648
O 2.47375 0.70219 1.34665
O -0.23922 -2.01777 0.84254
N 0.07855 0.78927 2.45229
N 0.96688 1.52798 -1.15390
N 1.24213 3.67962 -0.77468
C 1.00934 1.37068 4.55328
C 4.99624 5.52899 -1.21107
C 0.13342 7.09721 -4.84347
C -2.05014 -0.05885 2.02475
C 1.93329 4.94381 -0.56843
C 1.77099 6.00552 -2.86751
C 5.61519 4.80692 -3.56423
C -1.06326 0.42013 3.04399
C 2.69136 5.35946 -1.85735
C 1.84639 2.49127 -0.90094
C 0.01877 -4.34064 1.33200
C 6.00262 2.43142 -3.07870
C -0.09870 3.48867 -0.97292
C 0.61271 -3.04875 0.70674
C 1.10102 1.24261 3.17415
C 2.30695 1.58981 2.27504
C 0.90854 -3.23787 -0.81884
C 0.58907 5.79565 -4.97555
C 1.95438 -2.67265 1.45782
C 0.46047 7.85080 -3.72905
C 5.45034 4.52624 -2.23770
C 1.26232 7.30094 -2.74037
C 1.40662 5.27001 -3.99113
C -0.26986 2.15540 -1.19578
C 5.68028 3.14588 -1.96955
C -0.17097 0.98841 5.16942
C -1.23658 0.50422 4.40871
H 1.84820 1.75160 5.11895
H 2.64834 4.83366 0.24715
H 6.24020 1.38214 -3.15307
H 0.09123 8.86120 -3.62306
H 5.72068 6.33508 -1.10412
H -2.17055 0.20508 4.86258
H 1.20850 5.70613 -0.29488
H 5.63462 2.72270 -0.97376
H -1.16707 1.61846 -1.45725
H 0.32001 5.21115 -5.84408
H 4.90108 5.02593 -0.24084
H -3.70264 -0.94369 1.78783
H 3.05956 4.43823 -2.32162
H -0.80722 4.29866 -0.94318
H 2.91148 2.35083 -0.81686
H -0.27016 1.06622 6.24354
H 1.79518 4.26448 -4.11002
```

8.
Formula: C6H10BNO2S
Source: the OMol25 dataset
Level of theory: ωB97M-V/def2-TZVPD

Output
* net charge: 0
* lowest unoccupied orbital energy (alpha / beta): -0.612 / -0.613 eV
* ΔE to the lowest compared entry with this formula, charge and spin: 2.065 eV
* orbital gap (alpha / beta): 0.26912 / 0.26900 Eh

Geometry as XYZ:
```
21
C6H10BNO2S (ωB97M-V/def2-TZVPD)
S 0.95107 -0.63026 -2.56607
O -1.45615 -0.58147 -1.59600
O -1.49376 -2.09405 0.40575
N 0.81529 0.75325 -0.22381
C 0.48688 -0.21926 1.95787
C -0.39818 -1.60746 -2.06081
C -0.75748 0.05198 2.80354
C 0.18108 -0.13823 0.50303
C 1.07271 0.76884 -1.48079
C 1.57390 2.01019 -2.13217
B -0.73172 -1.17710 -0.30057
H 2.33188 2.47327 -1.50440
H -1.12744 1.05794 2.62050
H 1.99106 1.78189 -3.11012
H 0.75846 2.72494 -2.25576
H 1.27218 0.50043 2.19655
H 0.84883 -1.22700 2.17533
H -0.52064 -0.04657 3.85992
H -2.32736 -0.98443 -1.71617
H -1.53717 -0.66034 2.54745
H -1.93345 -2.75656 -0.12327
```